Below is a 16-piece molecular cluster, C33H57BCl45N3OP overall in a non-equilibrium geometry, with properties calculated with ωB97M-V with the def2-TZVPD basis set.

Element x y z (Å)
C (-2.485, 2.793, -2.071)
C (-1.119, 2.977, -1.729)
C (-0.023, 2.359, -2.429)
P (0.662, 0.790, -1.274)
C (1.888, 2.075, -0.510)
C (1.488, -0.662, -0.291)
C (2.963, -0.379, 0.047)
N (3.859, -1.537, 0.415)
C (-0.687, -0.266, -2.216)
C (-1.351, -1.513, -1.620)
C (-0.955, -2.899, -2.155)
C (-1.023, -2.979, -3.682)
C (-2.009, -3.890, -1.553)
C (-1.480, -4.824, -0.475)
C (-1.177, -4.020, 0.762)
C (-1.537, -4.371, 2.012)
C (-2.071, -3.344, 2.994)
C (-1.431, -5.776, 2.531)
N (-0.589, 1.156, -0.004)
C (-0.283, 1.407, 1.376)
C (-0.298, 2.885, 1.823)
B (1.912, 0.402, -2.767)
N (2.340, -1.012, -3.129)
O (2.447, 1.394, -3.620)
H (-2.855, 3.209, -3.006)
H (-3.179, 2.186, -1.495)
H (-0.892, 3.661, -0.905)
H (-0.344, 2.032, -3.426)
H (0.775, 3.096, -2.611)
H (1.484, 3.091, -0.518)
H (2.815, 2.130, -1.089)
H (2.186, 1.917, 0.531)
H (0.951, -0.969, 0.614)
H (1.509, -1.568, -0.899)
H (3.040, 0.281, 0.912)
H (3.489, 0.074, -0.797)
H (3.297, -2.207, 0.929)
H (4.097, -1.975, -0.469)
H (-1.512, 0.432, -2.391)
H (-0.317, -0.480, -3.225)
H (-1.364, -1.534, -0.529)
H (-2.419, -1.449, -1.886)
H (0.015, -3.228, -1.778)
H (-0.024, -2.835, -4.100)
H (-1.715, -2.257, -4.111)
H (-1.326, -3.977, -4.010)
H (-2.800, -3.307, -1.070)
H (-2.494, -4.487, -2.325)
H (-0.644, -5.437, -0.844)
H (-2.279, -5.529, -0.220)
H (-0.632, -3.084, 0.633)
H (-1.305, -2.645, 3.352)
H (-2.839, -2.754, 2.499)
H (-2.509, -3.834, 3.862)
H (-2.390, -6.207, 2.853)
H (-0.998, -6.434, 1.777)
H (-0.766, -5.774, 3.387)
H (-1.493, 0.740, -0.138)
H (0.653, 0.969, 1.747)
H (-1.060, 0.933, 1.998)
H (-1.257, 3.335, 1.574)
H (-0.159, 2.904, 2.908)
H (0.523, 3.447, 1.392)
H (3.359, -1.029, -3.099)
H (2.131, -1.088, -4.126)
H (3.415, 1.388, -3.585)
C (-2.729, 6.844, -2.988)
Cl (-2.836, 6.472, -4.715)
Cl (-4.170, 6.291, -2.132)
Cl (-1.268, 6.124, -2.323)
H (-2.664, 7.918, -2.881)
C (-6.880, 7.126, 1.007)
Cl (-8.564, 7.110, 1.548)
Cl (-6.614, 5.910, -0.235)
Cl (-6.412, 8.730, 0.437)
H (-6.259, 6.876, 1.856)
C (3.342, -3.984, 8.242)
Cl (2.107, -4.203, 9.483)
Cl (3.517, -5.447, 7.270)
Cl (2.978, -2.591, 7.227)
H (4.286, -3.800, 8.738)
C (-0.205, -0.317, -7.304)
Cl (-1.718, -0.253, -6.399)
Cl (1.044, 0.631, -6.499)
Cl (0.327, -1.986, -7.548)
H (-0.384, 0.115, -8.280)
C (-5.429, -6.381, -3.344)
Cl (-5.292, -6.988, -4.998)
Cl (-4.081, -6.943, -2.357)
Cl (-5.526, -4.622, -3.329)
H (-6.343, -6.774, -2.919)
C (-9.847, 3.666, -0.129)
Cl (-11.423, 4.056, 0.573)
Cl (-9.063, 2.364, 0.763)
Cl (-10.020, 3.234, -1.830)
H (-9.221, 4.548, -0.068)
C (6.795, -4.525, 2.909)
Cl (5.573, -3.680, 1.958)
Cl (6.126, -5.611, 4.133)
Cl (7.887, -5.424, 1.848)
H (7.381, -3.780, 3.431)
C (10.572, -8.749, 2.462)
Cl (12.306, -8.438, 2.584)
Cl (9.718, -8.102, 3.861)
Cl (9.920, -8.089, 0.962)
H (10.426, -9.821, 2.446)
C (6.669, 1.052, -2.908)
Cl (5.412, 2.293, -2.981)
Cl (6.177, -0.407, -3.763)
Cl (8.188, 1.676, -3.557)
H (6.826, 0.798, -1.867)
C (-1.456, 4.538, -8.271)
Cl (-1.597, 2.991, -7.445)
Cl (-2.975, 4.991, -9.057)
Cl (-0.930, 5.784, -7.144)
H (-0.700, 4.439, -9.038)
C (3.609, -7.843, 11.209)
Cl (2.295, -7.896, 10.039)
Cl (4.403, -6.265, 11.213)
Cl (3.029, -8.250, 12.826)
H (4.344, -8.583, 10.922)
C (9.156, 5.965, -4.487)
Cl (8.407, 7.189, -5.516)
Cl (7.963, 4.823, -3.880)
Cl (10.442, 5.121, -5.358)
H (9.604, 6.469, -3.641)
C (-11.019, 7.560, 4.959)
Cl (-12.593, 7.943, 5.661)
Cl (-10.203, 6.308, 5.894)
Cl (-11.183, 7.075, 3.273)
H (-10.410, 8.454, 4.993)
C (-4.660, 3.598, 3.112)
Cl (-6.212, 4.408, 2.846)
Cl (-4.305, 2.521, 1.772)
Cl (-3.372, 4.785, 3.335)
H (-4.741, 3.011, 4.017)
C (3.380, 2.920, 3.845)
Cl (2.722, 4.168, 2.786)
Cl (2.104, 1.974, 4.613)
Cl (4.484, 1.865, 2.960)
H (3.943, 3.410, 4.628)

Properties
Molecular weight   2149.01 g mol⁻¹
Gap between HOMO and LUMO   4.22 eV
Total charge   -1